Density functional theory data (ωB97M-V/def2-TZVPD) for 15 unconnected molecules or ions with the total composition C33H102N24O15.

Values from the calculation:
energy relative to the best compared isomer or geometry (same formula, charge and spin): 6.746 eV
HOMO level: -8.754 eV
energy: -102350.2721 eV
multiplicity: 1
HOMO-LUMO gap: 0.3188 Ha

Geometry (Å):
C -4.471340 4.398362 1.284440
C -3.240870 4.447802 2.108020
C -3.279280 3.336792 3.174980
O -2.206210 3.378572 4.121200
C -2.322040 2.351302 5.088410
N -2.168360 4.114412 1.120950
H -5.438810 4.463302 1.782310
H -4.555400 3.589422 0.558740
H -4.444950 5.286302 0.652790
H -2.934100 5.398142 2.544890
H -3.238510 2.367812 2.677460
H -4.216030 3.193232 3.713500
H -2.461100 1.372812 4.628700
H -3.149850 2.577272 5.760540
H -1.367610 2.353082 5.614850
H -1.440710 4.609042 1.616890
H -2.164370 4.699062 0.297380
C 1.945040 0.779942 -4.559370
C 2.489580 0.985582 -3.144390
C 4.077510 0.969442 -3.145610
O 4.678650 -0.204988 -3.706320
C 5.092540 -1.224268 -2.837830
N 1.881800 2.291322 -2.805780
H 2.035840 -0.192988 -5.042340
H 2.484610 1.462562 -5.215860
H 0.864230 0.887602 -4.650870
H 2.115340 0.196642 -2.492000
H 4.593300 1.158162 -2.204100
H 4.561150 1.752302 -3.729840
H 4.222560 -1.564608 -2.276220
H 5.921960 -0.899428 -2.209640
H 5.397420 -2.185848 -3.250780
H 0.947220 2.345322 -3.184910
H 2.317550 3.113922 -3.197630
C 4.447330 5.956172 -0.166090
C 4.529990 4.657882 0.581130
C 4.755870 3.453632 -0.435250
O 5.110160 2.206822 0.230740
C 4.194240 1.776192 1.234860
N 5.613990 4.695172 1.496360
H 5.136790 5.941032 -1.010190
H 4.603760 6.781222 0.528840
H 3.440900 6.041362 -0.575900
H 3.568760 4.496312 1.069030
H 5.519200 3.712422 -1.169050
H 3.856920 3.273762 -1.024850
H 4.583910 0.924962 1.793130
H 3.220410 1.464232 0.857440
H 4.067130 2.457862 2.075850
H 5.908270 3.829782 1.925990
H 5.179520 5.242792 2.225370
C 1.987530 -1.265418 3.286110
C 0.734430 -0.576198 3.956400
C 0.774030 -0.501378 5.480890
O 0.547410 -1.829968 5.867970
C 0.533410 -2.081098 7.221740
N 0.621710 0.668212 3.310840
H 2.827050 -0.570668 3.260950
H 1.700950 -1.703248 2.329920
H 2.267820 -2.137538 3.876820
H -0.170010 -1.076238 3.609900
H 0.095030 0.257292 5.870080
H 1.779850 -0.223078 5.795520
H 1.299150 -1.552338 7.789350
H 0.728490 -3.148508 7.325020
H -0.433590 -1.780658 7.625150
H 0.706270 0.665832 2.304390
H 1.265220 1.352032 3.682830
C -4.020670 -4.303828 5.155990
C -2.528590 -4.166828 4.730360
C -2.335540 -5.208268 3.705910
O -2.191770 -6.600548 4.067520
C -1.056480 -6.856748 4.876870
N -2.321360 -2.857488 4.215490
H -4.154980 -3.752418 6.086590
H -4.423600 -5.268938 5.463110
H -4.730070 -3.888678 4.440100
H -1.900420 -4.284478 5.613340
H -1.407920 -5.012238 3.168150
H -3.141520 -5.121848 2.977190
H -0.139700 -6.298738 4.686500
H -0.725470 -7.894238 4.830640
H -1.469900 -6.843108 5.885330
H -1.346970 -2.707188 3.996200
H -2.652530 -2.143818 4.848810
C 1.690330 -4.729978 -3.862010
C 2.322120 -3.551278 -4.502340
C 2.063960 -3.398678 -6.021400
O 2.765180 -2.208948 -6.502960
C 2.679370 -1.868608 -7.821160
N 1.810980 -2.384648 -3.752620
H 1.644330 -5.680988 -4.392620
H 0.645180 -4.599968 -3.581220
H 2.193290 -5.017348 -2.938670
H 3.408350 -3.488778 -4.436930
H 0.988970 -3.258068 -6.134260
H 2.544070 -4.213938 -6.562630
H 1.707420 -1.542778 -8.191620
H 3.162980 -2.563818 -8.507380
H 3.280590 -0.969218 -7.954320
H 2.393200 -1.602928 -4.017230
H 2.019770 -2.509918 -2.772410
C -3.315670 -2.386958 -0.027860
O -4.073500 -3.265138 -0.270360
N -3.102810 -1.470478 -0.899610
N -2.800860 -2.029768 1.082780
H -3.787120 -1.392328 -1.638330
H -2.629280 -0.617298 -0.638920
H -2.922410 -2.531848 1.950670
H -2.094490 -1.312048 1.005240
C 4.037540 -5.379428 1.214500
O 3.043880 -5.921858 1.581980
N 4.127580 -3.995998 1.300650
N 5.099330 -5.932078 0.716390
H 3.263360 -3.508008 1.487980
H 4.798410 -3.620358 0.645680
H 5.791170 -5.306528 0.328890
H 5.009660 -6.937718 0.743890
C -0.358540 0.597352 0.091620
O -1.026310 -0.176118 0.720350
N 0.782670 0.315942 -0.479080
N -0.625670 1.832042 -0.249960
H 1.069670 -0.648808 -0.395540
H 1.157100 0.922492 -1.194620
H -1.336690 2.258002 0.327200
H -0.020190 2.344332 -0.875310
C -5.416780 0.304422 2.515960
O -6.307360 0.832852 3.176410
N -5.415380 0.161612 1.229010
N -4.360620 -0.272718 3.047570
H -4.620730 -0.356098 0.881740
H -6.192670 0.460972 0.657770
H -4.451680 -0.348978 4.050560
H -3.814380 -0.919178 2.496380
C -0.975940 7.691882 0.085950
O -1.743360 7.791772 1.078740
N -0.950990 8.454372 -0.970550
N -0.014020 6.787232 0.153430
H -1.678640 9.153392 -0.925990
H -0.318960 8.242832 -1.729430
H 0.637330 6.658752 -0.607710
H -0.190380 6.173972 0.936320
C -1.479830 -0.785578 -3.876850
O -2.463290 -0.097298 -3.765440
N -1.310230 -1.644028 -4.827820
N -0.423610 -0.739538 -3.143430
H -0.791440 -2.455758 -4.524430
H -2.145080 -1.720138 -5.391160
H 0.411050 -1.270618 -3.346880
H -0.566290 -0.195468 -2.304540
C 0.716940 -3.682038 -0.823990
O 1.419780 -2.653258 -0.527020
N 0.864890 -4.873948 -0.416090
N -0.407460 -3.548928 -1.415620
H 1.575280 -5.109368 0.262170
H 0.126750 -5.534218 -0.614310
H -0.907410 -4.403948 -1.613330
H -0.819480 -2.696668 -1.767750
C -5.575340 2.468492 -2.560050
O -6.615120 3.036182 -2.078670
N -4.569920 3.243362 -2.909090
N -5.351270 1.213822 -2.656290
H -3.891280 2.841762 -3.540160
H -4.654360 4.212492 -2.637490
H -4.507270 0.818942 -3.045920
H -6.055540 0.605682 -2.263510
C -1.082210 3.173312 -4.130380
O -0.396450 3.808722 -4.878740
N -1.170990 3.458422 -2.863600
N -1.893020 2.310062 -4.581590
H -0.587410 4.278852 -2.783400
H -1.839290 3.222472 -2.144020
H -1.924270 2.248302 -5.589210
H -2.260290 1.598632 -3.965890

Forces on atoms 1 to 2 (eV/Å):
-1.8402 1.4705 -0.7930
0.3326 -1.8289 -0.0285